No. 1
The following is a DFT calculation (ωB97M-V/def2-TZVPD) of one molecule with the formula C4H8O2.

```
14
Properties=species:S:1:pos:R:3
O -0.0758 -1.1896 1.3985
C -1.0941 -0.3265 0.9350
C -0.9421 0.2518 -0.5070
C 0.4768 0.3561 -1.0373
C 1.5817 0.4988 -0.0888
O 1.3009 -0.7640 -0.7048
H 0.4326 -1.4716 0.6187
H -2.0479 -0.8693 0.9790
H -1.1595 0.5084 1.6459
H -1.5230 -0.3530 -1.2141
H -1.3930 1.2533 -0.5280
H 0.5951 0.6990 -2.0677
H 1.2769 0.6116 0.9516
H 2.5757 0.8452 -0.3480
```

Computed properties:
max |F|	0.009	hartree/bohr
HOMO	-9.85	eV
LUMO level	1.01	eV
SMILES string	OCC[C@H]1CO1
calculated total energy	-307.625169	Eh
energy relative to the best compared isomer or geometry (same formula, charge and spin)	54.8	kcal per mole
Kohn-Sham gap	10.9	eV

No. 2
The following is a DFT calculation (ωB97M-V/def2-TZVPD) of one molecule with the formula C4H8O2 in a non-equilibrium geometry.

```
14
Properties=species:S:1:pos:R:3
C 1.6271 0.6069 -0.0471
C 0.6017 -0.5217 0.1538
O -0.1187 -0.5319 1.3966
C -1.3830 -0.6197 0.7137
C -0.7337 -0.3136 -0.6386
O -0.9864 0.9764 -1.1428
H 1.1955 1.5923 0.1596
H 2.5040 0.4770 0.5918
H 1.9750 0.6397 -1.0904
H 1.0616 -1.4953 -0.0030
H -2.0676 0.1535 1.0789
H -1.8733 -1.6056 0.7538
H -0.9289 -0.9963 -1.4693
H -0.9073 1.6113 -0.4188
```

Computed properties:
max |F|	0.028	hartree/bohr
HOMO	-9.98	eV
LUMO level	0.96	eV
SMILES string	C[C@H]1OC[C@H]1O
calculated total energy	-307.641398	Eh
energy relative to the best compared isomer or geometry (same formula, charge and spin)	44.6	kcal per mole
Kohn-Sham gap	10.9	eV